[1]
10 unconnected molecules or ions with the total composition C26H58Cl14O6 at a distorted geometry. Source: the Open Molecules 2025 dataset; level of theory: the ωB97M-V functional and the def2-TZVPD basis.

Calculated values
largest force on an atom	0.0445	Eh/bohr
HOMO energy	-9.4	eV
multiplicity	1
SMILES	COCCOC.COCCOC.COCCOC.ClCCCl.ClCCCl.ClCCCl.ClCCCl.ClCCCl.ClCCCl.ClCCCl
total energy	-215498.36921	eV

XYZ file:
```
104
Properties=species:S:1:pos:R:3:forces:R:3:lowdin_charge:R:1
H -4.926453 7.539163 4.318718 0.620 -0.091 0.362 0.083
C -3.780173 -0.598077 1.027898 -0.995 1.168 0.617 -0.630
H -1.237853 -1.147587 -4.940062 0.150 0.174 0.212 0.072
Cl 0.529917 -3.047067 2.385978 -0.222 -0.134 0.136 0.580
H 4.497517 2.665133 2.797408 -0.065 -0.503 -0.362 0.061
H 6.238587 -9.154827 -0.523992 -0.256 -0.126 0.228 0.085
H -3.292033 0.226153 -2.663132 -0.039 0.266 0.270 0.066
Cl 3.331677 4.020693 -3.906232 0.152 -0.831 -0.365 0.494
C 4.046877 1.652013 -5.362012 -0.705 0.545 0.962 -0.644
H 1.246237 -0.414677 1.124908 0.201 1.233 0.212 0.009
C 0.801797 -0.108237 0.177978 -0.276 -0.754 -0.060 -0.654
H -3.004533 3.471763 1.442368 -0.383 -0.093 -0.303 0.106
C 3.801197 3.205733 4.645888 -0.973 -0.251 -0.436 -0.612
C 6.316637 -8.361447 0.219348 -0.819 0.822 -0.698 -0.095
H 2.039447 1.461973 -0.765812 -0.208 -0.070 0.207 0.068
C -2.988533 4.129063 2.311738 -0.354 -0.058 0.749 -0.215
H 6.147877 -5.724487 0.854378 0.253 -0.181 0.360 0.129
C 4.125487 -5.405677 0.324138 -0.063 0.247 -0.514 -0.218
C -5.296993 -0.309247 1.270718 0.196 -0.602 -0.423 -0.608
H 0.939417 -3.272447 -4.196042 -0.599 0.176 0.275 0.025
H -2.868673 5.438053 -1.123232 0.206 0.280 0.023 0.123
C 3.449227 2.206503 -4.063112 0.254 0.102 0.494 -0.662
C -4.266973 4.926933 2.534188 1.612 -0.003 -0.103 -0.196
O 4.567797 -4.790657 -0.865312 -0.037 0.228 -0.527 -0.177
H -5.609933 5.979353 4.751878 -0.539 -0.043 -0.187 0.093
H -4.350673 6.919923 -2.886692 -0.006 0.245 0.182 0.087
Cl 0.799107 -0.751057 4.838008 0.355 -0.428 0.243 0.509
H 2.449137 1.816833 -3.873212 -0.006 0.108 -0.337 0.036
H 2.813877 -5.103017 -1.958592 -0.152 -0.082 0.144 0.081
H -5.785603 6.790993 3.108518 -0.385 -0.653 -0.199 0.084
H -2.686473 1.523023 -3.743172 -0.186 -0.150 -0.399 0.086
Cl -0.021693 -5.808527 -0.076462 0.322 0.438 -0.077 0.556
H -5.789963 -0.212657 0.303378 0.143 0.591 0.013 0.061
C 2.038767 -2.478007 3.087508 0.829 0.716 1.815 -0.659
H -3.246513 -0.788677 1.959008 -0.099 -0.339 -0.140 0.071
H 4.892697 -6.722497 1.781308 0.429 0.139 0.442 0.123
H -3.364783 0.320623 0.613718 0.130 -0.282 -0.305 0.017
H 0.406057 -2.701777 -5.766112 0.406 0.138 -0.144 0.076
H 3.987997 -3.994207 -2.669462 0.355 -0.318 -0.001 0.086
O -3.970903 5.871973 3.555978 -0.039 -0.004 -0.682 -0.167
Cl 2.273847 1.856483 2.758708 0.537 -0.125 0.335 0.543
H -4.505553 5.452093 1.609318 -0.507 0.028 -0.089 0.110
H 2.805527 -3.244737 2.976608 -0.130 -0.044 -0.150 0.058
H -1.935523 -4.535317 0.259368 0.196 0.202 0.257 0.051
Cl -0.940893 -4.966927 -3.241232 -0.129 -0.484 0.276 0.595
H -4.150113 4.427773 -0.464092 0.092 -0.380 0.241 0.106
H -0.816933 -3.505187 -0.641802 0.727 -0.384 0.181 0.020
H 3.123407 2.851413 5.422518 0.077 0.447 0.141 0.072
H 1.176187 0.343263 -1.853132 0.157 0.062 -0.040 0.014
C -5.134413 6.536653 3.944788 -0.124 0.871 0.459 -0.130
O 5.317137 -7.388297 -0.115122 0.411 0.111 0.384 -0.199
H 4.055717 1.896213 -3.212232 0.159 -0.010 -0.105 0.057
C 1.975867 -2.096627 4.632168 -0.440 -0.397 -1.490 -0.596
C 1.704677 0.433923 -0.904132 -0.198 0.555 0.124 -0.687
C 5.227137 -6.307377 0.830558 -0.819 -0.673 -1.294 -0.190
H -1.846143 3.328823 -1.047112 -0.001 -0.378 0.447 0.084
Cl -3.528563 -1.948197 -0.134102 -0.219 0.435 0.445 0.575
H 2.336047 -1.583257 2.540568 0.060 -0.110 0.015 0.034
O -2.858953 3.364993 3.486498 0.518 -0.282 -0.372 -0.188
H -2.449053 -5.901247 -1.663982 0.092 0.164 -0.032 0.072
O -3.393293 2.191053 -1.940442 -0.009 0.207 0.555 -0.202
C -4.954173 6.248863 -2.275482 -0.169 -0.738 -0.984 -0.075
H -1.664203 2.178033 4.499868 0.348 -0.008 0.089 0.091
C -3.553573 4.622493 -1.355342 1.374 -1.767 -0.483 -0.235
Cl -0.634103 1.000003 0.392958 0.918 -0.867 -0.099 0.628
H 3.217837 -5.977867 0.132118 -0.102 -0.237 0.016 0.108
H -5.030643 4.221363 2.861438 -0.313 0.095 -0.155 0.113
H 2.952457 -1.786327 5.003768 -0.016 0.284 -0.378 0.065
H -5.836713 -1.142057 1.721518 0.359 0.085 0.460 0.061
C -2.645313 3.416033 -1.783202 -0.705 -0.276 0.255 -0.172
H -2.105853 4.760363 2.209508 -0.002 0.468 -0.076 0.130
Cl 1.688227 -1.100877 -4.532222 -0.456 -0.171 -0.213 0.558
C 0.479707 -2.430157 -4.713072 -0.515 -0.162 -0.728 -0.652
Cl 2.985577 2.128203 -6.709082 0.286 -0.108 -0.247 0.537
H 7.309307 -7.937557 0.067628 0.214 0.088 0.540 0.084
H -1.466263 1.919653 2.793808 -0.331 0.075 -0.411 0.026
H 4.336707 1.266433 3.887958 -0.311 -0.101 -0.072 0.076
Cl -5.598233 1.184663 2.280078 0.468 -0.971 -0.696 0.539
C 3.541897 -4.324287 -1.731302 0.351 0.198 -0.048 -0.104
H 3.054617 -3.417537 -1.372902 -0.308 -0.096 0.502 0.042
H 6.106967 -8.717697 1.227928 0.475 -0.246 0.083 0.083
H 0.520837 -1.109037 -0.149992 -0.902 0.182 -0.378 0.026
O -4.380033 4.916793 -2.417522 -1.389 1.788 -0.113 -0.170
C -0.953413 -2.006147 -4.331742 1.333 0.637 0.434 -0.586
H 1.702137 -2.950427 5.252008 -0.435 0.105 -0.177 0.065
H -0.753863 3.350643 3.523278 -0.007 0.358 -0.016 0.084
H -2.104413 3.607293 -2.710002 -0.299 0.476 -0.344 0.121
H -1.731433 -2.754107 -4.484542 0.465 -0.203 0.349 0.046
Cl 3.161527 -0.562227 -0.983172 0.376 -0.320 -0.058 0.594
Cl -0.868273 -1.464427 -2.603982 -0.558 -0.437 -0.360 0.604
Cl 3.135177 4.731713 3.907268 0.521 -0.385 0.788 0.515
H -5.970993 6.238923 -2.668002 0.088 -0.220 -0.316 0.082
C -2.747793 1.169193 -2.714022 0.388 1.572 0.070 -0.144
C 3.862647 2.184963 3.542048 0.393 0.501 -0.587 -0.660
H 3.876627 -4.635267 1.053968 -0.016 0.126 0.370 0.112
C -1.971013 -4.927027 -1.766292 0.567 0.505 0.205 -0.618
C -1.171463 -4.528447 -0.517972 -1.611 -0.665 -0.581 -0.708
C -1.625463 2.696363 3.541788 -0.117 -0.669 1.053 -0.125
H -1.709423 1.057063 -2.402072 -0.081 -0.287 0.303 0.015
H -5.086593 6.650573 -1.270892 0.580 -0.428 0.353 0.080
H 4.820547 3.328143 5.012018 -0.201 0.437 0.103 0.081
H 4.016737 0.566553 -5.267212 0.055 0.017 -0.155 0.043
H 5.075037 1.981423 -5.511922 -0.228 0.117 -0.208 0.076
H -2.696033 -4.130807 -1.935082 -0.142 -0.190 -0.060 0.040
```
Positions in Å, forces in eV/Å.

[2]
A molecular structure, C26H58ClF7K2N5NaO9PSi2 at a distorted geometry. Source: the Open Molecules 2025 dataset; level of theory: the ωB97M-V functional and the def2-TZVPD basis.

Calculated values
charge	+1
largest force on an atom	0.1080	Eh/bohr
HOMO energy	-7.7	eV
multiplicity	1
total energy	-147424.79456	eV

XYZ file:
```
112
Properties=species:S:1:pos:R:3:forces:R:3:lowdin_charge:R:1
C 3.234674 6.184427 -1.976173 0.235 -0.190 0.117 -0.145
C 2.565514 5.503870 -0.784646 0.146 1.039 -0.419 -0.104
H 2.334423 5.092883 1.924458 0.132 0.036 0.002 0.091
H -8.289672 -1.693900 1.589349 -0.043 0.134 -0.451 -0.006
H -7.512917 -4.902074 -1.901551 -0.199 -0.033 0.018 0.159
O -5.770911 -1.949155 0.954502 -1.560 0.695 -0.903 -0.440
N -3.074922 -7.656310 3.707727 0.183 0.141 0.307 0.044
F -1.345790 0.085427 -2.935584 1.112 -1.421 1.265 -0.227
C 3.983594 3.414772 -0.575902 0.298 -0.028 -0.250 -0.014
H -2.818052 -1.228143 1.075466 -0.091 -0.235 -0.251 0.106
O -5.423202 -3.559374 5.590278 -0.017 -0.129 -0.036 -0.063
H 2.427115 -5.577673 -1.543800 -0.322 0.101 0.195 0.089
H 1.963989 3.607168 1.092553 0.089 0.084 -0.342 0.082
O -6.347215 -6.041962 -0.230496 3.472 -2.192 -0.467 0.142
H 2.052137 6.270582 -0.194368 0.140 -0.054 0.184 0.136
H -2.753184 -7.792853 4.662984 -0.112 -0.063 0.020 0.066
K -0.956116 -1.473081 -5.137898 -2.591 1.217 -1.976 1.023
H -3.574240 -6.557221 1.347425 -0.376 0.333 0.751 -0.102
H 7.034658 7.687840 -0.977237 -0.181 -0.155 -0.115 0.100
H -4.305852 -6.079371 4.296777 0.165 0.023 0.157 0.120
O 2.181969 -1.939745 -2.898740 0.244 -0.133 -0.670 -0.052
O -1.164921 -5.539605 3.156938 0.120 0.257 0.021 -0.199
H 2.023789 -1.047965 1.221010 0.257 -1.629 -0.661 0.069
C -1.145584 -5.163138 1.790059 0.104 -0.328 0.104 -0.121
H 0.620937 -2.341279 -1.310086 0.192 0.371 0.200 0.084
F -1.833357 1.255704 -4.487588 -0.782 0.985 -1.149 -0.203
H -4.340685 -5.053909 1.940002 0.052 0.016 -0.077 0.067
C 2.018217 -4.660399 -1.103278 0.430 0.181 0.339 -0.053
C -4.172885 -6.108355 2.175502 0.098 -0.139 0.359 -0.146
H -5.616216 -4.194304 6.288460 0.010 0.060 -0.006 0.037
H 1.072346 -4.885084 -0.592974 0.136 0.036 -0.420 0.077
P -1.006579 1.670865 -3.139486 -0.265 1.365 -0.768 0.327
H -2.142256 -5.323921 4.894504 0.064 -0.043 -0.025 0.117
H 3.564675 5.442308 -2.707620 -0.034 0.009 0.011 0.114
H 3.876940 -2.234685 0.801753 -3.391 1.948 -3.255 -0.058
H 4.019274 7.903955 -0.968448 0.126 -0.080 0.192 0.106
N 1.208464 -1.739884 -3.642946 1.017 0.019 0.065 -0.586
H -0.716542 -0.722237 0.856687 -0.060 -0.543 -1.012 0.095
H 1.399816 -0.728005 -1.318356 -0.383 -0.252 0.258 0.103
F 0.385506 1.400601 -2.302009 -0.067 -0.226 1.933 -0.201
H 3.330071 2.585129 -0.304476 -0.125 0.201 0.011 0.074
K 4.855625 -3.310354 1.630767 3.575 -2.912 3.098 1.064
C 1.734842 -1.906879 0.526386 -0.139 0.040 -1.145 -0.166
H -5.760596 -3.980576 4.791303 0.028 0.062 -0.007 0.023
C -7.364923 -5.554647 -0.029141 -1.020 0.464 -0.642 -0.615
H 6.063068 8.082934 0.419660 -0.051 -0.094 0.053 0.073
H -3.555903 -2.571170 0.195176 0.076 0.301 -0.099 0.094
C 3.038365 -4.136041 -0.039685 -0.016 0.429 -0.729 -0.297
N 5.129629 9.887004 -2.007872 0.278 -0.805 -1.584 0.160
C 6.489097 7.252547 -0.142100 -0.308 0.184 0.796 -0.025
H 4.990176 3.120497 -0.273660 0.002 0.055 -0.038 0.091
C -1.675022 -1.910279 -0.648379 -0.080 0.210 1.669 -0.180
C -3.525012 -6.269123 3.550671 0.135 0.017 -0.469 -0.425
H -4.005335 -0.816094 -1.765060 0.075 -0.080 0.352 0.082
F -1.721264 1.877812 -1.669129 -0.106 -1.299 0.992 -0.202
C 3.080348 -2.534178 0.040178 -0.268 -0.243 0.811 -0.268
H -1.710483 -4.242118 1.610943 -0.126 -0.060 -0.006 0.077
H 2.766135 -4.635643 0.937912 0.343 0.668 -0.684 0.102
C -7.865849 -3.328121 -0.665364 -0.520 -1.425 0.562 -0.505
C -0.601757 -0.871434 -0.276616 0.336 -0.361 0.295 -0.205
C 2.783422 4.268431 1.371485 0.274 0.661 0.674 -0.031
F 0.150058 2.229385 -4.137785 -0.421 -0.057 -1.256 -0.172
O 4.433395 6.360294 1.330913 1.147 -0.764 1.212 0.145
H 1.162453 -2.653401 1.103835 0.196 0.371 0.091 0.124
C 4.845349 11.212216 0.213424 0.022 -0.154 -0.242 -0.049
C 5.422569 6.279846 -0.659651 3.214 -0.455 -1.875 -0.447
H 3.440120 3.718751 2.052045 0.036 0.060 -0.033 0.097
Si -5.624556 -0.478494 0.105165 1.035 -0.385 -0.099 0.574
H 7.211493 6.740166 0.497222 -0.040 -0.018 -0.011 0.099
H 4.062900 -4.495274 -0.355004 -0.876 0.245 0.242 0.088
H 5.597120 4.646769 -2.153419 -0.036 -0.017 0.073 0.069
C 0.824498 -1.446508 -0.712925 -0.359 0.836 1.966 -0.158
H -7.207023 -3.734508 2.013976 0.125 0.045 -0.072 -0.014
H -5.748955 0.655130 1.043116 0.046 -0.061 0.182 -0.029
H -0.102135 -4.992787 1.506184 0.133 0.050 0.099 0.058
O -8.192969 -2.545801 -1.492739 -0.224 1.813 -1.542 0.043
F -7.987250 -5.820989 1.114722 -1.363 0.732 -0.070 0.116
C 6.218669 5.301033 -1.548083 -0.191 -0.442 -0.112 -0.022
H 5.013533 12.272114 0.032671 0.000 -0.018 -0.007 0.088
H -6.672781 -0.309396 -0.919412 -0.103 -0.166 0.098 -0.015
H 4.911836 7.461885 -2.397278 0.323 -0.076 0.209 0.116
F -1.717624 3.127404 -3.266987 0.763 0.753 -0.922 -0.169
H -1.751478 -1.933122 -1.725258 -0.154 -0.163 -0.240 0.102
Si -7.298511 -2.636487 1.033085 0.872 -0.336 1.338 0.622
H 6.836547 5.854440 -2.253958 -0.075 0.158 0.149 0.102
C -3.905739 -0.576901 -0.693902 0.165 -0.015 0.563 -0.276
H -1.309284 -2.886573 -0.279213 -0.171 0.207 -0.361 0.108
H 6.888772 4.681735 -0.948129 -0.021 0.030 0.003 0.097
H -0.849807 0.099209 -0.745844 0.360 -0.491 0.226 0.077
H 5.564116 10.858111 0.950681 0.003 0.017 -0.015 0.080
H 2.502922 6.809357 -2.491652 0.016 -0.034 0.020 0.134
Cl -3.342800 -6.469872 -0.648100 0.596 0.060 -1.064 -0.183
O 0.304284 -2.610716 -3.734769 1.323 -1.072 1.575 -0.207
C 3.543100 4.730998 0.119635 -0.638 -3.630 -0.353 -0.443
H 3.951065 3.476282 -1.661422 0.067 0.018 0.024 0.085
H 1.788852 4.824351 -1.142972 0.175 -0.250 0.203 0.143
O 1.121810 -0.686803 -4.297394 0.662 -0.021 0.284 -0.114
H -3.388777 0.396085 -0.638253 -0.334 -0.188 -0.180 0.060
H -2.231813 -7.768915 3.149201 -0.160 -0.080 -0.155 0.071
H 3.837818 11.072411 0.601353 0.007 0.013 -0.016 0.085
H -5.139987 -6.610666 2.154327 0.047 -0.066 -0.012 0.072
C 5.005704 10.462462 -1.039560 -0.217 1.282 1.849 -0.263
Na 0.890755 0.314052 1.275973 -0.776 1.355 -0.212 0.660
N 4.746965 5.547734 0.459450 -3.563 3.882 -0.707 0.026
C 4.409674 7.049828 -1.524052 -1.342 -0.453 0.186 -0.136
H -1.524960 -5.964924 1.159639 -0.183 0.199 -0.226 0.017
N -7.944062 -4.712667 -1.001211 -0.493 0.689 1.876 0.148
C -3.025242 -1.618791 0.060772 0.090 -0.041 -0.759 -0.244
H -2.701408 -4.234524 3.635870 -0.081 -0.034 -0.144 0.115
H 1.868280 -3.941437 -1.924587 0.063 -0.277 0.420 0.059
H 3.365594 -2.118105 -0.938720 -0.142 -0.231 0.301 0.116
C -2.384648 -5.268897 3.828780 -0.233 -0.019 0.343 -0.207
```
Positions in Å, forces in eV/Å.